No. 1
The molecule CH4FN in a non-equilibrium geometry, computed with the ωB97M-V functional and the def2-TZVPD basis.

molecular weight	49.0	g/mol
orbital gap	0.4271	hartree
SMILES	NCF
HOMO energy	-10.403	eV
energy relative to the best compared isomer or geometry (same formula, charge and spin)	0.6488	eV

```
7
Properties=species:S:1:pos:R:3:nbo_charge:R:1
N 0.1383 0.2353 0.7991 -0.863
C 0.0537 0.0672 -0.6077 0.191
F -0.7075 -0.9545 -1.0843 -0.373
H -0.7556 0.1327 1.3512 0.364
H 0.6926 -0.4896 1.4155 0.365
H 1.1411 -0.0693 -0.8093 0.168
H -0.5626 1.0782 -1.0644 0.148
```

No. 2
The molecule C8H11ClO2 in a non-equilibrium geometry, computed with the ωB97M-V functional and the def2-TZVPD basis.

molecular weight	174.6	g/mol
orbital gap	0.3189	hartree
SMILES	C/C(Cl)=C(\O)[C@@H]1CCC=C1O
HOMO energy	-8.009	eV
energy relative to the best compared isomer or geometry (same formula, charge and spin)	1.0278	eV

```
22
Properties=species:S:1:pos:R:3:nbo_charge:R:1
C 3.1485 1.2112 -0.6242 -0.626
C 2.1651 0.2969 0.0481 -0.143
Cl 2.7092 -1.1100 0.8094 -0.013
C 0.8280 0.5191 0.0835 0.304
O 0.5213 1.6479 -0.6360 -0.673
C -0.2701 -0.3575 0.7469 -0.325
C -0.5066 -1.4110 -0.4373 -0.377
C -2.0715 -1.6188 -0.4913 -0.428
C -2.6148 -0.3639 0.2135 -0.226
C -1.6994 0.3303 0.8573 0.259
O -1.7830 1.5269 1.5349 -0.686
H 3.8522 1.8375 -0.0567 0.216
H 2.6558 1.8924 -1.1651 0.235
H 3.7094 0.6729 -1.2265 0.209
H -0.3802 1.4848 -0.8227 0.473
H 0.1958 -0.7065 1.5999 0.235
H 0.0071 -2.2717 -0.1875 0.222
H -0.0821 -0.9971 -1.2986 0.215
H -2.5630 -1.4272 -1.5250 0.213
H -2.5767 -2.3816 0.0375 0.219
H -3.6914 -0.1332 0.1142 0.221
H -1.5535 1.3587 2.4257 0.479
```